The following is a quantum chemistry calculation of a single C3H8N6 molecule in a non-equilibrium geometry, from OMol25.

Computed properties:
Kohn-Sham gap = 0.33659 Ha
SMILES string = [H]/N=C\N=C/N(N)/C(N)=N/[H]

Last column: natural (NBO) charge in e.
Cartesian coordinates (Å):
H -3.02984 -2.00295 0.74568  0.325
N -3.17008 -1.26469 1.56142  -0.607
C -2.51749 -0.34613 0.99717  0.252
N -2.03166 -0.39011 -0.34338  -0.527
C -0.76731 -0.29214 -0.85435  0.267
N 0.40358 -0.10301 -0.12006  -0.343
N 0.27513 -0.66275 1.25444  -0.605
C 1.57005 0.53467 -0.62045  0.558
N 1.47162 1.26770 -1.82553  -0.847
N 2.57303 0.21039 0.11044  -0.769
H 3.51589 0.60036 -0.08531  0.355
H -2.26016 0.57379 1.57634  0.153
H -0.70734 -0.51430 -1.97399  0.215
H 1.08152 -1.41344 1.44287  0.377
H 0.71860 0.07194 1.82432  0.362
H 2.44566 2.07508 -1.85260  0.425
H 0.42878 1.65560 -1.83701  0.408

The following is a quantum chemistry calculation of a single C3H5NOS molecule in a non-equilibrium geometry, from OMol25.

Computed properties:
Kohn-Sham gap = 0.30009 Ha
SMILES string = O[C@@H]1C=CSN1

Last column: natural (NBO) charge in e.
Cartesian coordinates (Å):
O 1.47030 1.16318 -0.25116  -0.686
C 0.32325 0.58966 0.26630  0.225
C 0.49949 -0.81941 0.64184  -0.268
C -0.61032 -1.50414 0.38430  -0.383
S -1.72749 -0.79526 -0.69782  0.469
N -0.85446 0.69341 -0.65541  -0.838
H 1.05140 1.97013 -0.74493  0.469
H 0.04061 1.08257 1.20406  0.136
H 1.47806 -1.00288 1.05578  0.241
H -0.85757 -2.57808 0.41507  0.237
H -0.81327 1.20083 -1.61804  0.399

Question: Among the records above, which one has the highest Kohn-Sham gap?
Answer: C3H8N6

Question: Which formula does entry 2 have?
Answer: C3H5NOS

Question: Which value of Kohn-Sham gap does entry 1 give?
Answer: 0.33659 Ha

Question: Among the records above, which one has the lowest Kohn-Sham gap?
Answer: C3H5NOS